The following is a quantum chemistry calculation of a single C3H4N2O2 molecule, from OMol25.

Calculated values
Energy above the lowest of the compared OMol25 structures with the same formula, charge and spin   76.0 kcal/mol

XYZ file:
```
11
Properties=species:S:1:pos:R:3:lowdin_charge:R:1
O 1.54705 -1.36375 -1.16649 0.13
C 0.59110 -0.82159 -0.76401 -0.38
N -0.55327 -0.40551 -1.42047 0.03
N -1.40159 0.26260 -0.64140 0.01
C -1.01309 0.36978 0.55837 -0.11
C 0.42968 -0.18632 0.76798 -0.25
O 1.30242 0.73195 1.32712 0.00
H -0.61575 -0.24356 -2.43150 0.17
H -1.59280 1.04010 1.20715 0.12
H 0.22980 -0.94864 1.65967 0.18
H 1.07645 1.56494 0.90358 0.10
```



The following is a quantum chemistry calculation of a single C3H4N2O2S molecule, from OMol25.

Calculated values
Energy above the lowest of the compared OMol25 structures with the same formula, charge and spin   20.1 kcal/mol

XYZ file:
```
12
Properties=species:S:1:pos:R:3:lowdin_charge:R:1
N -2.33907 0.42998 0.24066 0.16
C -1.34769 -0.47293 -0.02524 -0.58
O -1.49961 -1.61380 -0.36906 0.07
N -0.03067 0.11651 -0.10186 0.08
C 1.19842 -0.57241 -0.09142 -0.70
S 1.63410 -2.17538 0.20173 0.70
C 2.35864 0.45546 -0.15553 -0.26
O 2.18305 1.64670 0.06043 0.04
H -3.24812 -0.07009 0.16491 0.14
H -2.26232 1.19587 0.85457 0.09
H 0.04310 1.12748 -0.30405 0.14
H 3.31016 -0.06739 -0.47513 0.11
```



The following is a quantum chemistry calculation of a single C3H4N2O2S molecule, from OMol25.

Calculated values
Energy above the lowest of the compared OMol25 structures with the same formula, charge and spin   48.2 kcal/mol

XYZ file:
```
12
Properties=species:S:1:pos:R:3:lowdin_charge:R:1
O 0.15120 2.19886 0.01934 0.10
C -0.70516 1.38809 -0.06084 -0.31
N -0.54645 0.05876 0.15833 -0.09
C -1.49694 -0.99943 -0.00102 -0.23
O -2.67978 -0.83443 -0.17186 0.08
N 0.67744 -0.42913 0.60688 -0.04
C 1.70032 -0.28618 -0.31978 -0.73
S 3.29876 -0.28715 -0.05270 0.66
H -1.80628 1.59463 -0.33352 0.17
H -0.89020 -1.94753 -0.06399 0.15
H 0.89283 -0.06447 1.57488 0.17
H 1.40427 -0.39203 -1.35574 0.06
```



The following is a quantum chemistry calculation of a molecular structure, C3H4N2O3, from OMol25.

Calculated values
Energy above the lowest of the compared OMol25 structures with the same formula, charge and spin   132.7 kcal/mol

XYZ file:
```
12
Properties=species:S:1:pos:R:3:lowdin_charge:R:1
C 2.07094 -0.06420 0.01712 0.00
C 0.58853 -0.12713 -0.01222 -0.48
C -1.97131 -0.21237 -0.12196 -0.61
H 2.37113 0.80134 -0.65000 0.10
H 2.41789 -0.09574 1.31343 0.19
H 2.61567 -0.93735 -0.22740 0.05
H -2.16146 1.47450 0.36389 0.26
N 0.12758 -1.28129 -0.21233 0.17
N -1.47547 0.98084 -0.45376 0.15
O -1.30039 -1.31958 -0.20755 0.08
O -3.18848 -0.22183 0.22222 0.06
O -0.09462 1.00280 -0.03145 0.03
```



The following is a quantum chemistry calculation of a single C3H4N2O3 molecule, from OMol25.

Calculated values
Energy above the lowest of the compared OMol25 structures with the same formula, charge and spin   105.5 kcal/mol

XYZ file:
```
12
Properties=species:S:1:pos:R:3:lowdin_charge:R:1
O -2.41700 0.52688 -0.06233 0.02
C -1.19773 -0.05479 0.09053 -0.26
C -0.83162 -1.43460 0.00265 -0.07
N 0.55693 -1.64378 -0.02857 0.08
N 0.94103 -0.34176 -0.10689 -0.24
O 2.25157 0.04834 0.15567 -0.02
C 0.06451 0.65812 -0.05040 -0.28
O 0.37739 1.93568 -0.00950 0.13
H -3.06319 -0.14405 0.38656 0.16
H -1.51306 -2.22976 0.07574 0.08
H 2.80169 -0.78220 -0.40348 0.24
H 1.38220 1.95517 -0.03800 0.15
```



The following is a quantum chemistry calculation of 2 unconnected molecules or ions with the total composition C3H4N2O3, from OMol25.

Calculated values
Energy above the lowest of the compared OMol25 structures with the same formula, charge and spin   175.5 kcal/mol

XYZ file:
```
12
Properties=species:S:1:pos:R:3:lowdin_charge:R:1
C -1.84506 -0.51792 -0.20044 -0.06
C -0.43641 -0.24568 0.46543 -0.35
C 2.01702 0.18522 -0.00446 -0.14
H -1.74680 -1.62883 -1.17801 0.25
H -0.38684 0.01775 1.47488 0.15
H 1.28588 2.05063 -0.62694 0.12
H 3.12626 0.32491 -0.16694 0.13
N 1.18561 1.38380 0.11182 0.06
N 1.72826 -1.09252 -0.09651 0.09
O -2.79247 0.36347 0.06327 -0.02
O -0.20046 0.99978 -0.25726 -0.10
O 0.35682 -1.27989 0.04732 -0.13
```



The following is a quantum chemistry calculation of 2 unconnected molecules or ions with the total composition C3H4N2O6, from OMol25.

Calculated values
Energy above the lowest of the compared OMol25 structures with the same formula, charge and spin   0.0 kcal/mol

XYZ file:
```
15
Properties=species:S:1:pos:R:3:lowdin_charge:R:1
O -1.01096 1.25330 1.43936 0.12
C -0.87232 0.74565 0.21589 -0.50
O 0.03219 1.37588 -0.46068 0.12
C -1.66920 -0.26353 -0.26757 -0.38
O -2.63956 -0.85471 0.52875 0.07
O -1.47059 -0.86965 -1.47053 0.05
H -1.06629 2.19263 1.40415 0.11
H -0.01327 1.20506 -1.40815 0.13
H -2.17858 -1.19959 1.27486 0.09
H -1.91267 -1.76936 -1.42093 0.15
O 4.51517 0.64329 -0.65448 0.19
C 3.52712 0.14765 -0.33725 -0.30
N 2.49627 -0.28876 0.06137 0.12
N 1.54900 -1.27792 0.12639 0.00
O 0.71371 -1.03994 0.96883 0.02
```



The following is a quantum chemistry calculation of a single C3H4N2O7 molecule, from OMol25.

Calculated values
Energy above the lowest of the compared OMol25 structures with the same formula, charge and spin   30.8 kcal/mol

XYZ file:
```
16
Properties=species:S:1:pos:R:3:lowdin_charge:R:1
O 2.86414 -0.38352 0.87958 0.13
N 2.02142 -0.90249 0.16509 -0.26
O 1.99316 -2.06884 -0.14766 0.10
C 0.78101 -0.07393 -0.27386 -0.17
N 0.91336 1.45503 -0.16266 -0.35
O 1.45401 1.87575 0.80441 0.14
O 0.51359 2.06412 -1.09243 0.14
O 0.14255 -0.50008 -1.40615 0.13
C -0.60711 -0.71995 -0.16277 -0.35
O -0.69562 -2.02516 0.19527 0.11
C -1.76835 0.24212 -0.00664 -0.14
O -1.45783 1.09500 1.08388 -0.07
H 0.17626 -2.42419 -0.07522 0.11
H -2.55653 -0.54751 0.08092 0.15
H -1.79097 0.91730 -0.91873 0.16
H -1.98309 1.99636 1.03696 0.17
```



The following is a quantum chemistry calculation of a single C3H4N2OS molecule, from OMol25.

Calculated values
Energy above the lowest of the compared OMol25 structures with the same formula, charge and spin   120.6 kcal/mol

XYZ file:
```
11
Properties=species:S:1:pos:R:3:lowdin_charge:R:1
C -0.18698 -0.06784 0.94691 -0.33
C 0.12749 0.50254 -1.51646 -0.54
C 1.29823 0.98278 -2.25370 0.15
N 0.29942 0.17494 -0.18637 0.09
N -1.29729 -1.26424 3.18547 -0.38
O -0.93599 0.40399 -2.16981 0.03
S -1.15484 -1.58584 1.57425 0.81
H -0.07230 0.59458 1.73094 0.04
H 2.35615 0.95712 -1.86266 0.08
H 1.06927 1.37469 -3.23437 0.06
H -1.50314 -2.07272 3.78581 -0.02
```



The following is a quantum chemistry calculation of a single C3H4N2OS molecule, from OMol25.

Calculated values
Energy above the lowest of the compared OMol25 structures with the same formula, charge and spin   20.9 kcal/mol

XYZ file:
```
11
Properties=species:S:1:pos:R:3:lowdin_charge:R:1
O 0.17325 2.11986 -0.08509 0.04
C -0.07592 0.78012 -0.00325 -0.39
N -1.31139 0.15332 -0.14216 0.12
C -1.06791 -1.19809 -0.03052 -0.21
N 0.18777 -1.43683 0.10777 0.05
C 0.83684 -0.23282 0.06156 -0.62
S 2.62149 -0.05294 -0.07773 0.77
H -0.13175 2.55997 0.75103 0.14
H -2.21732 0.53018 -0.22462 0.13
H -1.90722 -1.85874 -0.22413 0.12
H 2.89217 -1.36403 -0.13286 -0.14
```



The following is a quantum chemistry calculation of a single C3H4N2OS molecule, from OMol25.

Calculated values
Energy above the lowest of the compared OMol25 structures with the same formula, charge and spin   62.6 kcal/mol

XYZ file:
```
11
Properties=species:S:1:pos:R:3:lowdin_charge:R:1
C -0.50716 -0.10644 -0.37651 -0.74
C 0.88643 1.38091 1.39856 -0.39
C -1.32997 -0.89847 -1.23586 -0.12
N -0.72865 0.96641 0.15818 0.14
N 1.63223 0.36220 1.04461 -0.25
O 1.00542 2.28134 2.14140 0.14
S 1.13295 -1.00256 -0.01913 0.88
H -2.38933 -0.64281 -1.14984 0.10
H -1.10953 -1.88681 -1.24905 0.03
H -1.10603 -0.65170 -2.26915 0.09
H 2.51364 0.19793 1.55681 0.12
```



The following is a quantum chemistry calculation of 2 unconnected molecules or ions with the total composition C3H4N2OS, from OMol25.

Calculated values
Energy above the lowest of the compared OMol25 structures with the same formula, charge and spin   69.2 kcal/mol

XYZ file:
```
11
Properties=species:S:1:pos:R:3:lowdin_charge:R:1
N 2.91772 -0.76106 0.77356 0.18
N 2.82192 0.36972 0.67308 -0.80
S 2.83032 1.89127 0.75504 0.68
C -0.24824 0.15145 0.11119 -0.18
C -1.39365 -0.69288 -0.28739 -0.18
C -2.36947 -0.33825 -1.09225 -0.22
O -3.15669 -0.29476 -1.95545 0.15
H -0.51603 0.86405 0.97057 0.09
H 0.08560 0.94581 -0.59218 0.07
H 0.67422 -0.44629 0.29965 0.03
H -1.64571 -1.68907 0.34418 0.17
```



The following is a quantum chemistry calculation of 2 unconnected molecules or ions with the total composition C3H4N2OS, from OMol25.

Calculated values
<S²>   2.01
2S+1   3
Energy above the lowest of the compared OMol25 structures with the same formula, charge and spin   15.1 kcal/mol

XYZ file:
```
11
Properties=species:S:1:pos:R:3:lowdin_charge:R:1
C -1.41669 0.28953 -0.89935 -0.30
C 0.35240 1.63649 0.00911 -0.36
C 1.46818 -0.88343 0.84198 -0.68
N -0.50580 1.30882 -0.76751 0.15
N -1.53377 -0.61531 -0.03767 0.11
O 1.23301 2.10750 0.57626 0.20
S 2.04612 -1.56587 -0.52978 0.63
H -1.91097 0.34170 -1.93426 0.14
H 2.12521 -0.92004 1.84885 0.07
H 0.41611 -0.41574 0.93251 -0.01
H -2.27380 -1.28364 -0.04014 0.05
```



The following is a quantum chemistry calculation of a single C3H4N2OS2 molecule, from OMol25.

Calculated values
Energy above the lowest of the compared OMol25 structures with the same formula, charge and spin   13.1 kcal/mol

XYZ file:
```
12
Properties=species:S:1:pos:R:3:lowdin_charge:R:1
O 2.20869 1.30447 1.81387 0.02
C 1.41548 0.76052 1.08085 -0.66
C 1.71435 -0.47570 0.20868 -0.22
N 0.56150 -0.87138 -0.51093 0.01
C -0.45892 -0.09605 -0.34698 -0.75
N -1.65387 -0.34727 -0.92666 -0.43
S -2.92796 0.78062 -0.98154 0.75
S -0.25820 1.28766 0.76368 1.01
H 2.53308 -0.19616 -0.44171 0.12
H 2.14181 -1.30625 0.85561 0.15
H -1.69299 -1.14544 -1.59878 0.12
H -3.58297 0.30499 0.08391 -0.14
```



The following is a quantum chemistry calculation of a single C3H4N2S molecule, from OMol25.

Calculated values
Energy above the lowest of the compared OMol25 structures with the same formula, charge and spin   65.2 kcal/mol

XYZ file:
```
10
Properties=species:S:1:pos:R:3:lowdin_charge:R:1
S -0.86046 -2.21718 0.68247 0.74
C -0.42761 -0.58128 0.18247 -0.72
C 0.63550 -0.18554 -0.43492 -0.21
C 0.71373 1.18698 -0.38832 -0.17
N -0.32151 1.62991 0.31718 -0.02
N -1.13641 0.61194 0.38248 -0.06
H 0.52013 -2.51152 0.15735 -0.01
H 1.39339 -0.66785 -0.95561 0.09
H 1.46981 1.82305 -1.00318 0.14
H -1.98657 0.91149 1.06007 0.22
```



The following is a quantum chemistry calculation of a molecular structure, C3H4N2S, from OMol25.

Calculated values
Energy above the lowest of the compared OMol25 structures with the same formula, charge and spin   52.8 kcal/mol

XYZ file:
```
10
Properties=species:S:1:pos:R:3:lowdin_charge:R:1
C -0.24316 -0.87325 -0.09922 -0.13
C -1.62712 -1.34834 -0.08278 -0.34
C -0.17562 0.46124 0.00688 -0.42
N -2.64674 -0.59494 0.08469 -0.44
N 0.71814 1.46159 0.08737 -0.01
S -2.27440 0.95518 0.08430 0.82
H 0.59585 -1.55076 -0.08913 0.10
H -1.77501 -2.48460 0.02142 0.12
H 1.38438 1.57178 -0.77852 0.15
H 0.38579 2.47311 0.42401 0.15
```



The following is a quantum chemistry calculation of a molecular structure, C3H4N2S2, from OMol25.

Calculated values
Energy above the lowest of the compared OMol25 structures with the same formula, charge and spin   72.7 kcal/mol

XYZ file:
```
11
Properties=species:S:1:pos:R:3:lowdin_charge:R:1
C 0.88265 -0.90669 0.02145 -0.15
C 2.11779 -0.29912 -0.05793 -0.42
C -0.04875 0.08123 0.06900 -0.47
N 0.32208 1.25217 0.08992 -0.28
N -1.82712 -0.30376 0.02572 -0.45
S 1.97323 1.36644 -0.03311 1.01
S -2.75211 1.11125 0.00615 0.64
H 0.62580 -1.92805 0.16464 0.10
H 3.16153 -0.72770 -0.03482 0.09
H -1.68531 -0.56731 1.08045 0.06
H -2.76980 0.92154 -1.33146 -0.13
```



The following is a quantum chemistry calculation of a single C3H4N2S2 molecule, from OMol25.

Calculated values
Energy above the lowest of the compared OMol25 structures with the same formula, charge and spin   54.4 kcal/mol

XYZ file:
```
11
Properties=species:S:1:pos:R:3:lowdin_charge:R:1
C -0.29078 -0.74784 0.63826 -0.30
S 1.05772 -1.65289 -0.30341 0.80
C 2.29710 -0.38727 -0.13727 -0.92
C 2.18721 0.93552 -0.45576 -0.28
N 3.29376 1.60484 -0.20379 -0.11
N 4.26048 0.93224 0.25446 -0.33
S 3.91455 -0.71068 0.21273 0.99
H -1.32841 -0.79601 0.34314 0.05
H 0.12476 0.15253 0.60190 -0.06
H -0.15341 -1.30623 1.57401 0.04
H 1.32312 1.42421 -0.91037 0.12
```



The following is a quantum chemistry calculation of a single C3H4N2S2 molecule, from OMol25.

Calculated values
Energy above the lowest of the compared OMol25 structures with the same formula, charge and spin   114.2 kcal/mol

XYZ file:
```
11
Properties=species:S:1:pos:R:3:lowdin_charge:R:1
C 1.71965 0.15105 0.11102 -0.67
C -0.76094 2.43204 -0.10073 0.20
C 0.51423 -0.86374 -0.00779 -0.07
N 1.39150 1.40496 0.24250 0.03
N 0.28502 1.91138 0.11826 -0.07
S 3.25073 -0.54844 -0.11231 0.38
S 4.97945 0.42099 -0.07605 -0.05
H -1.53650 3.05321 0.19293 0.06
H 0.46215 -1.67958 0.63926 0.05
H 0.43708 -1.27595 -1.07115 0.11
H -0.29639 -0.19087 0.13894 0.03
```



The following is a quantum chemistry calculation of a single C3H4N2S3 molecule, from OMol25.

Calculated values
Energy above the lowest of the compared OMol25 structures with the same formula, charge and spin   35.6 kcal/mol

XYZ file:
```
12
Properties=species:S:1:pos:R:3:lowdin_charge:R:1
S -0.42907 -1.47466 2.88497 0.63
C 0.20751 -0.11592 2.26276 -0.78
N 1.11793 0.00390 1.24509 0.03
C 1.14589 0.18395 -0.03018 -0.22
N 0.11474 0.26558 -0.97973 -0.51
S 0.55059 0.98786 -2.49481 0.81
C -1.17138 -0.16199 -0.64739 -0.74
S -2.46600 -0.13145 -1.59793 0.68
H -0.07697 0.89023 2.66584 0.08
H 2.13430 0.19602 -0.46240 0.11
H 0.02477 -0.05116 -3.18762 -0.12
H -1.15229 -0.59237 0.34140 0.02
```